Below is C48H49As2BrIIrN2O2S2Si2 as an isolated structure at a distorted geometry, with properties calculated with ωB97M-V/def2-TZVPD.

Structure (XYZ):
```
110
Properties=species:S:1:pos:R:3
Ir -0.258 -0.813 -0.577
O 2.187 -2.365 3.097
C 1.536 -3.522 3.316
C 1.963 -4.334 4.364
C 1.327 -5.528 4.627
C 0.251 -5.935 3.848
C -0.184 -5.140 2.811
C 0.443 -3.926 2.530
C -0.040 -3.079 1.429
O 0.580 -1.982 1.141
N -1.099 -3.502 0.789
N -1.581 -2.693 -0.179
C -2.450 -3.206 -0.969
S -2.895 -4.915 -0.871
C -4.196 -4.798 -2.156
C -3.760 -3.745 -3.149
S -3.266 -2.265 -2.189
H 1.766 -1.972 2.291
H 2.806 -4.003 4.953
H 1.672 -6.148 5.440
H -0.240 -6.875 4.053
H -1.014 -5.437 2.192
H -5.137 -4.531 -1.671
H -4.282 -5.782 -2.616
H -4.557 -3.452 -3.830
H -2.892 -4.080 -3.720
Br 3.255 -5.021 -3.778
C 4.170 -3.365 -3.738
C 5.343 -3.235 -4.464
C 6.035 -2.037 -4.447
C 5.545 -0.966 -3.716
C 4.369 -1.097 -2.998
C 3.683 -2.302 -2.992
I 1.877 -2.477 -1.816
H 5.705 -4.078 -5.032
H 6.953 -1.945 -5.006
H 6.077 -0.027 -3.700
H 3.974 -0.264 -2.430
C -0.835 -0.002 -2.328
C -1.329 0.544 -3.302
C -1.957 1.244 -4.354
C -3.275 1.680 -4.182
C -3.905 2.380 -5.192
C -3.230 2.667 -6.369
C -1.914 2.266 -6.531
C -1.279 1.548 -5.535
H -3.780 1.464 -3.250
H -4.926 2.710 -5.067
H -3.729 3.207 -7.161
H -1.383 2.524 -7.436
H -0.253 1.236 -5.656
C 4.177 3.079 -2.144
Si 3.687 2.517 -0.367
C 3.947 4.005 0.815
C 4.969 1.199 0.189
As 1.538 1.420 -0.492
Si 0.175 3.215 -1.175
C 0.346 3.442 -3.076
C -1.632 2.860 -0.673
C 0.616 4.908 -0.381
H 5.254 3.192 -2.248
H 3.721 4.033 -2.394
H 3.844 2.355 -2.885
H 4.879 4.514 0.586
H 3.995 3.680 1.850
H 3.148 4.733 0.744
H 5.986 1.522 -0.015
H 4.816 0.248 -0.316
H 4.892 1.011 1.256
H 0.670 2.508 -3.528
H 1.072 4.210 -3.327
H -0.592 3.723 -3.545
H -1.852 1.796 -0.774
H -2.352 3.398 -1.283
H -1.797 3.150 0.362
H 1.561 5.284 -0.757
H 0.681 4.839 0.702
H -0.142 5.649 -0.616
C -2.347 -3.231 4.976
C -3.199 -3.050 3.898
C -2.911 -2.084 2.954
C -1.779 -1.288 3.084
C -0.940 -1.463 4.173
C -1.224 -2.436 5.117
As -1.435 0.024 1.690
C -0.242 1.251 2.588
C 1.133 1.135 2.725
C 1.850 2.136 3.361
C 1.197 3.267 3.826
C -0.174 3.393 3.691
C -0.910 2.382 3.081
C -2.360 2.358 2.913
C -3.253 3.306 3.397
C -4.613 3.127 3.224
C -5.096 2.016 2.550
C -4.211 1.085 2.027
C -2.852 1.241 2.222
H -2.559 -3.997 5.706
H -4.082 -3.664 3.787
H -3.563 -1.947 2.096
H -0.055 -0.846 4.286
H -0.557 -2.576 5.956
H 1.643 0.242 2.377
H 2.914 2.024 3.508
H 1.758 4.054 4.305
H -0.673 4.269 4.073
H -2.890 4.180 3.919
H -5.303 3.861 3.617
H -6.162 1.883 2.426
H -4.585 0.235 1.466
```

LUMO (alpha / beta) in eV: -1.73 / -1.96
Total charge: 0

Results of the Mulliken charge analysis, in e, for atoms 1 through 5: 1.06, -0.79, 0.51, -0.72, -0.40



Below is C48H49N10O3SSbSr as an isolated structure at a distorted geometry, with properties calculated with ωB97M-V/def2-TZVPD.

Structure (XYZ):
```
113
Properties=species:S:1:pos:R:3
Sr -0.502 0.382 -0.931
C 0.943 -3.656 1.099
C 0.792 -2.178 0.900
N -0.351 -1.590 0.916
N -1.390 -2.387 1.326
C -2.587 -1.967 1.081
N -3.614 -2.665 1.637
S -3.111 -0.662 -0.002
C 1.995 -1.316 0.762
C 3.249 -1.786 1.154
C 4.325 -0.917 1.160
C 4.129 0.401 0.780
C 2.856 0.777 0.386
N 1.823 -0.054 0.367
H 0.122 -4.159 0.593
H 0.885 -3.923 2.157
H 1.883 -4.020 0.685
H -3.381 -3.546 2.065
H -4.526 -2.557 1.230
H 3.377 -2.810 1.470
H 5.302 -1.264 1.470
H 4.935 1.123 0.786
H 2.653 1.794 0.067
C 1.329 4.188 -1.539
C 0.733 3.915 -0.190
C 1.090 4.652 0.930
C 0.447 4.405 2.133
C -0.565 3.464 2.170
C -0.890 2.771 1.006
N -0.208 2.962 -0.131
Sb -2.813 1.727 1.017
C -2.733 2.088 -1.308
C -3.348 3.323 -1.504
C -3.612 3.754 -2.795
C -3.283 2.934 -3.865
C -2.672 1.713 -3.609
C -2.296 0.746 -4.691
N -2.398 1.324 -2.362
C -2.035 0.596 2.764
C -2.958 0.023 3.634
C -2.498 -0.693 4.726
C -1.132 -0.818 4.914
C -0.270 -0.211 4.006
C 1.221 -0.340 4.132
N -0.720 0.488 2.963
H 0.675 4.867 -2.090
H 1.408 3.270 -2.117
H 2.313 4.647 -1.468
H 1.858 5.410 0.851
H 0.721 4.958 3.024
H -1.101 3.262 3.088
H -3.618 3.946 -0.658
H -4.083 4.714 -2.974
H -3.498 3.232 -4.883
H -2.383 1.199 -5.679
H -2.947 -0.129 -4.647
H -1.277 0.390 -4.529
H -4.021 0.129 3.449
H -3.191 -1.151 5.421
H -0.733 -1.374 5.752
H 1.523 -0.586 5.150
H 1.703 0.587 3.821
H 1.582 -1.131 3.471
C 1.194 -3.099 -5.722
O 2.213 -2.315 -5.124
C 3.424 -2.873 -4.920
C 3.854 -4.058 -5.500
C 5.139 -4.529 -5.250
C 5.996 -3.831 -4.419
C 5.554 -2.661 -3.810
C 4.281 -2.173 -4.045
N 3.829 -0.981 -3.434
C 2.603 -0.858 -2.792
N 2.142 -2.028 -2.254
C 0.828 -2.585 -2.412
C -0.323 -1.813 -2.393
C -1.504 -2.545 -2.643
C -1.538 -3.915 -2.845
C -0.358 -4.658 -2.803
C 0.829 -3.983 -2.588
O 2.066 -4.598 -2.553
C 2.116 -5.976 -2.839
N 1.997 0.275 -2.678
C 2.601 1.365 -3.335
C 3.696 2.032 -2.796
C 4.239 3.160 -3.405
C 3.674 3.637 -4.572
C 2.591 2.977 -5.145
C 2.061 1.841 -4.546
O 1.028 1.123 -5.057
C 0.579 1.465 -6.353
H 1.061 -4.040 -5.183
H 1.408 -3.297 -6.776
H 0.281 -2.517 -5.627
H 3.198 -4.608 -6.159
H 5.465 -5.449 -5.717
H 6.995 -4.196 -4.226
H 6.196 -2.118 -3.126
H 4.386 -0.151 -3.549
H 2.843 -2.755 -2.272
H -2.458 -2.020 -2.654
H -2.479 -4.428 -3.018
H -0.378 -5.730 -2.944
H 3.165 -6.261 -2.798
H 1.723 -6.188 -3.838
H 1.549 -6.557 -2.105
H 4.116 1.647 -1.875
H 5.090 3.660 -2.960
H 4.075 4.518 -5.056
H 2.171 3.353 -6.067
H -0.164 0.719 -6.621
H 1.398 1.435 -7.076
H 0.116 2.456 -6.371
```

LUMO in eV: 0.20
Total charge: 0
Energy above the lowest of the compared OMol25 structures with the same formula, charge and spin in kJ/mol: 4.56

Results of the Mulliken charge analysis, in e, for atoms 1 through 5: 0.09, -2.33, 0.06, 2.29, -1.53



Below is C48H50CdN3Sb2 as an isolated structure at a distorted geometry, with properties calculated with ωB97M-V/def2-TZVPD.

Structure (XYZ):
```
104
Properties=species:S:1:pos:R:3
Cd -0.704 0.026 1.123
C -1.136 -1.301 2.972
C -1.774 -0.110 3.514
C -0.809 0.626 4.177
C 0.414 -0.096 4.144
C 0.248 -1.243 3.367
C 1.248 -2.350 3.167
C 1.658 0.261 4.913
C -1.067 1.947 4.855
C -3.243 0.227 3.537
C -1.833 -2.597 2.610
H 2.249 -1.970 2.933
H 0.947 -3.025 2.363
H 1.354 -2.958 4.071
H 1.867 1.337 4.892
H 2.529 -0.266 4.529
H 1.562 -0.018 5.968
H -1.366 2.730 4.143
H -0.181 2.303 5.386
H -1.875 1.871 5.588
H -3.579 0.383 4.565
H -3.856 -0.570 3.114
H -3.481 1.149 2.993
H -1.506 -3.015 1.656
H -2.916 -2.467 2.559
H -1.643 -3.359 3.370
C -6.104 -0.472 -0.926
C -5.216 -1.180 -0.129
C -4.036 -0.586 0.279
C -3.751 0.723 -0.098
C -4.641 1.439 -0.903
C -5.812 0.834 -1.316
N -2.535 1.257 0.401
N -2.427 2.462 0.352
C -1.216 3.018 0.857
C -1.141 4.396 0.859
C 0.014 5.002 1.331
C 1.046 4.208 1.793
C 0.883 2.831 1.760
N -0.217 2.253 1.298
H -7.026 -0.940 -1.252
H -5.442 -2.195 0.171
H -3.340 -1.121 0.916
H -4.393 2.449 -1.201
H -6.504 1.380 -1.944
H -1.990 4.961 0.497
H 0.104 6.081 1.342
H 1.964 4.637 2.174
H 1.652 2.164 2.130
C 2.838 -2.407 -0.427
C 1.685 -3.389 -0.661
C 0.732 -3.078 -1.827
Sb -0.847 -1.679 -1.371
C -0.485 -0.168 -2.842
C -0.483 -0.524 -4.192
C -0.366 0.448 -5.175
C -0.253 1.788 -4.821
C -0.245 2.153 -3.483
C -0.360 1.175 -2.500
C -2.424 -2.493 -2.569
C -2.481 -3.833 -2.943
C -3.501 -4.285 -3.776
C -4.471 -3.403 -4.231
C -4.427 -2.067 -3.848
C -3.411 -1.613 -3.018
Sb 2.352 -0.399 0.209
C 4.254 0.012 1.103
C 5.401 -0.506 0.500
C 6.657 -0.194 1.002
C 6.781 0.649 2.102
C 5.646 1.180 2.697
C 4.387 0.862 2.197
C 2.983 0.712 -1.515
C 3.301 2.055 -1.313
C 3.796 2.830 -2.352
C 3.974 2.269 -3.611
C 3.654 0.934 -3.824
C 3.160 0.158 -2.779
H 3.462 -2.319 -1.319
H 3.471 -2.777 0.380
H 1.112 -3.505 0.263
H 2.134 -4.367 -0.853
H 0.212 -3.990 -2.124
H 1.262 -2.707 -2.706
H -0.599 -1.561 -4.482
H -0.369 0.162 -6.221
H -0.162 2.546 -5.591
H -0.143 3.196 -3.201
H -0.328 1.474 -1.459
H -1.739 -4.543 -2.593
H -3.533 -5.328 -4.069
H -5.261 -3.755 -4.883
H -5.183 -1.374 -4.202
H -3.378 -0.564 -2.743
H 5.326 -1.149 -0.373
H 7.543 -0.606 0.531
H 7.763 0.896 2.487
H 5.737 1.839 3.554
H 3.514 1.282 2.671
H 3.198 2.497 -0.326
H 4.054 3.870 -2.179
H 4.364 2.870 -4.424
H 3.793 0.492 -4.804
H 2.923 -0.884 -2.966
```

LUMO in eV: -3.99
Total charge: +1
Energy above the lowest of the compared OMol25 structures with the same formula, charge and spin in kJ/mol: 51.08

Results of the Mulliken charge analysis, in e, for atoms 1 through 5: 6.47, -0.37, 0.59, 0.44, 0.97



Below is C48H50F6Ge2MoO3PS6Se as an isolated structure at a distorted geometry, with properties calculated with ωB97M-V/def2-TZVPD.

Structure (XYZ):
```
118
Properties=species:S:1:pos:R:3
Mo -2.144 -3.351 -0.529
C 1.037 0.153 6.460
C 1.737 0.115 5.155
C 1.928 1.288 4.441
C 2.575 1.382 3.207
C 2.693 2.763 2.563
C 3.041 0.194 2.686
C 2.933 -1.016 3.383
C 3.556 -2.266 2.812
C 2.284 -1.035 4.637
C 3.777 0.332 1.388
C 5.136 0.755 1.506
C 5.940 0.930 0.367
C 5.422 0.658 -0.858
C 4.098 0.181 -0.993
C 3.260 0.082 0.106
Ge 1.448 -0.645 -0.121
S 1.631 -2.810 -0.512
S 0.179 0.517 -1.607
Ge -1.315 0.373 -0.061
S -2.899 -1.224 -0.644
S -0.051 -0.455 1.536
C -2.614 1.759 0.208
C -2.936 2.685 -0.787
C -4.115 3.418 -0.639
C -4.855 3.375 0.509
C -4.526 2.484 1.483
C -3.423 1.601 1.332
C -3.220 0.627 2.437
C -4.075 -0.381 2.644
C -5.297 -0.633 1.769
C -3.733 -1.337 3.627
C -2.568 -1.183 4.380
C -2.220 -2.254 5.348
C -1.840 -0.030 4.235
C -2.150 0.896 3.299
C -1.317 2.155 3.193
C -2.072 2.918 -1.993
C -2.358 2.449 -3.283
C -3.511 1.591 -3.498
C -1.545 2.835 -4.332
C -0.446 3.641 -4.142
C 0.262 4.122 -5.352
C -0.102 3.980 -2.842
C -0.891 3.657 -1.773
C -0.346 3.958 -0.329
C 3.577 -0.321 -2.368
C 2.874 0.512 -3.221
C 2.702 1.932 -2.812
C 2.365 0.038 -4.404
C 2.517 -1.306 -4.723
C 1.947 -1.938 -5.949
C 3.335 -2.098 -3.894
C 3.886 -1.616 -2.724
C 4.948 -2.400 -2.005
H 0.195 -0.587 6.467
H 0.708 1.161 6.650
H 1.695 -0.193 7.245
H 1.505 2.238 4.856
H 2.269 3.498 3.245
H 2.102 2.741 1.654
H 3.675 3.010 2.311
H 2.907 -2.759 2.081
H 3.725 -3.020 3.546
H 4.405 -1.941 2.327
H 2.236 -1.996 5.165
H 5.568 0.949 2.493
H 6.976 1.133 0.597
H 5.990 0.742 -1.704
H -4.410 4.151 -1.336
H -5.618 4.101 0.734
H -5.123 2.421 2.369
H -5.420 0.063 0.927
H -6.177 -0.539 2.483
H -5.325 -1.665 1.438
H -4.297 -2.265 3.689
H -2.309 -3.291 4.907
H -2.924 -2.113 6.162
H -1.264 -2.063 5.710
H -0.958 0.110 4.884
H -1.936 3.040 3.168
H -0.720 2.163 2.258
H -0.580 2.217 4.036
H -3.393 0.566 -3.076
H -3.533 1.311 -4.524
H -4.420 2.070 -3.242
H -1.758 2.564 -5.377
H 0.774 3.283 -5.827
H 0.976 4.952 -5.137
H -0.416 4.495 -6.090
H 0.822 4.488 -2.644
H 0.272 4.889 -0.334
H 0.220 2.994 -0.102
H -1.143 4.082 0.360
H 2.753 2.034 -1.715
H 1.707 2.271 -3.129
H 3.412 2.649 -3.234
H 1.849 0.640 -5.127
H 1.715 -1.184 -6.689
H 0.950 -2.369 -5.718
H 2.546 -2.767 -6.270
H 3.473 -3.141 -4.138
H 4.849 -3.468 -2.230
H 4.891 -2.313 -0.893
H 5.953 -2.101 -2.223
Se -0.094 -3.330 -1.858
F -2.604 -4.214 -2.162
P -3.053 -6.138 -3.858
F -3.224 -7.281 -4.837
F -2.407 -4.971 -4.758
F -3.688 -6.765 -2.567
F -4.414 -5.321 -3.966
F -1.626 -6.528 -3.280
O -3.359 -4.620 0.428
S -2.674 -5.110 1.702
O -3.413 -4.706 2.846
O -2.403 -6.513 1.553
S -0.953 -3.813 1.437
```

Expectation value of S²: 0.7709
LUMO (alpha / beta) in eV: -2.26 / -1.81
Total charge: 0
Multiplicity: 2

Results of the Mulliken charge analysis, in e, for atoms 1 through 5: 0.39, -1.41, 0.53, -0.59, 0.28